A single C3H4FNS molecule in a non-equilibrium geometry. Source: the OMol25 dataset; level of theory: the ωB97M-V functional and the def2-TZVPD basis.

For the energy above the lowest of the compared OMol25 structures with the same formula, charge and spin, the calculation gives 155.5 kJ/mol. Its HOMO energy is -8.0 eV. The calculation puts the calculated total energy at -18216.3871 eV. As for the frontier orbital gap: 7.204 eV.

Cartesian coordinates (Å):
N (2.58628, -0.04900, 0.84864)
C (1.61809, -0.79866, 0.35232)
C (0.40817, -0.39797, -0.31389)
F (-0.17228, -1.29424, -1.03797)
C (-0.41144, 0.71901, 0.01282)
S (-2.13570, 0.93331, -0.01275)
H (2.45742, 0.84598, 1.24205)
H (3.48101, -0.42071, 1.19012)
H (1.86241, -1.86307, 0.07320)
H (0.12798, 1.36181, 0.79245)